No. 1
This record from OMol25 describes C32H32BBiN3O8 as an isolated structure in a non-equilibrium geometry. The level of theory is the ωB97M-V functional and the def2-TZVPD basis.

```
77
Properties=species:S:1:pos:R:3
Bi 0.2479 -0.4512 0.1980
O -1.4545 0.6163 3.9852
C -1.7129 0.2536 2.8377
O -1.2860 -0.7924 2.2421
C -2.7135 1.1538 2.0441
C -3.4474 0.3948 0.9336
C -4.6531 1.2326 0.4490
C -3.9513 2.2871 -0.4446
C -2.4749 1.9172 -0.2171
O -2.5491 0.4895 -0.1780
C -2.0780 2.3183 1.2173
C -0.5723 2.5671 1.4123
O -0.2416 3.5437 2.0718
O 0.2759 1.7896 0.8096
H -3.4055 1.5416 2.7900
H -3.6539 -0.6475 1.1582
H -5.3457 0.6160 -0.1253
H -5.1951 1.6780 1.2827
H -4.2076 2.1448 -1.4952
H -4.1771 3.3152 -0.1628
H -1.7852 2.2385 -0.9955
H -2.5468 3.2648 1.4812
C 4.4096 -0.4422 -1.6360
C 3.0032 -0.7970 -1.2501
N 2.1871 0.1356 -0.7046
N 2.7349 1.3985 -0.5757
C 2.1069 2.3732 -1.0796
O 0.9561 2.2456 -1.8327
C 2.5668 3.7552 -0.9048
C 1.8889 4.8133 -1.5059
C 2.3528 6.1109 -1.3613
C 3.4938 6.3661 -0.6165
C 4.1652 5.3139 -0.0068
C 3.7045 4.0184 -0.1437
C 2.4516 -2.0540 -1.4630
C 3.0934 -3.0872 -2.2091
C 2.4578 -4.2672 -2.4283
C 1.1611 -4.4694 -1.8820
C 0.5899 -3.4558 -1.1730
N 1.1842 -2.2622 -0.9550
H 4.7369 0.4090 -1.0427
H 5.0873 -1.2752 -1.4479
H 4.4766 -0.1616 -2.6908
H 0.9887 4.6160 -2.0711
H 1.8116 6.9277 -1.8222
H 3.8517 7.3817 -0.5037
H 5.0491 5.5085 0.5875
H 4.2013 3.1892 0.3405
H 4.0728 -2.8934 -2.6264
H 2.9206 -5.0467 -3.0201
H 0.6390 -5.4047 -2.0269
H -0.4005 -3.5606 -0.7394
C -2.2934 -0.2093 -8.2185
C -0.7742 -0.3089 -8.3998
C -0.4596 -1.6946 -8.9786
C -0.3417 0.7756 -9.4000
C -0.0194 -0.0811 -7.0900
C 1.3323 -0.4134 -6.9943
C 2.0920 -0.1586 -5.8547
C 1.4614 0.4566 -4.7997
O 1.9714 0.8862 -3.6051
B 0.9054 1.5302 -2.9689
O -0.2552 1.4556 -3.7385
C 0.1166 0.7999 -4.8810
C -0.6388 0.5405 -6.0009
H -2.7864 -0.4723 -9.1558
H -2.5997 0.8049 -7.9593
H -2.6465 -0.8908 -7.4424
H -1.0625 -1.8684 -9.8725
H -0.6879 -2.4743 -8.2500
H 0.5884 -1.7898 -9.2625
H -0.9037 0.6809 -10.3330
H 0.7228 0.6994 -9.6281
H -0.5285 1.7669 -8.9834
H 1.8354 -0.8692 -7.8371
H 3.1368 -0.4352 -5.8037
H -1.6804 0.8279 -6.0133
```

Values from the calculation:
total charge: -1
energy above the lowest of the compared OMol25 structures with the same formula, charge and spin: 4.8 kcal/mol
HOMO energy (alpha / beta): -3.671 / -3.605 eV
2S+1: 1
frontier orbital gap (alpha / beta): 5.74 / 5.67 eV
total energy: -2244.47332 Ha
LUMO energy (alpha / beta): 2.070 / 2.068 eV

Atomic charges from the Löwdin analysis, expressed in e, are listed below: 1.864, 0.006, -0.677, -0.249, -0.114, -0.273, -0.104, -0.108, -0.273, -0.163, -0.108, -0.591, 0.042, -0.255, 0.141, 0.151, 0.102, 0.107, 0.105, 0.108, 0.150, 0.142, -0.032, -0.319, -0.202, 0.108, -0.274, 0.188, -0.118, -0.005, -0.081, -0.094, -0.082, -0.010, -0.271, -0.037, -0.100, -0.100, -0.181, -0.158, 0.068, 0.073, 0.079, 0.120, 0.099, 0.096, 0.099, 0.113, 0.098, 0.093, 0.088, 0.109, -0.070, -0.562, -0.058, -0.048, -0.176, -0.037, 0.024, -0.178, 0.226, -0.720, 0.237, -0.167, 0.068, 0.081, 0.079, 0.092, 0.080, 0.093, 0.070, 0.082, 0.081, 0.088, 0.103, 0.120, 0.119

=====

No. 2
This record from OMol25 describes a 2-piece molecular cluster, C6H17N2P overall in a non-equilibrium geometry. The level of theory is the ωB97M-V functional and the def2-TZVPD basis.

```
26
Properties=species:S:1:pos:R:3
C 1.0189 2.0987 0.9983
C 2.9039 -0.5698 -0.1900
C 1.1640 -1.9122 0.7599
C -2.2706 -1.0376 -0.6359
C -2.7054 0.7043 0.9137
C 0.3063 1.0463 -1.6827
N 1.5604 -0.6705 0.1740
N -1.9093 -0.3746 0.5064
P 0.4882 0.7122 0.1889
H 0.5608 2.9899 0.8228
H 1.2109 2.0953 1.9908
H 3.3535 0.4374 -0.0511
H 3.5310 -1.2084 0.3462
H 3.0729 -0.7205 -1.2582
H 0.0344 -1.7862 0.9504
H 1.3817 -2.7667 0.0023
H 1.6225 -2.0455 1.6653
H -1.6647 -1.9387 -0.8925
H -3.3484 -1.2546 -0.5110
H -2.2879 -0.4488 -1.5466
H -3.7303 0.4187 0.9798
H -2.3362 1.1435 1.8473
H -2.6676 1.5027 0.1653
H -0.3931 1.9179 -1.8944
H 1.2608 1.4245 -2.0178
H -0.2351 0.2373 -2.0669
```

Values from the calculation:
total charge: 0
energy above the lowest of the compared OMol25 structures with the same formula, charge and spin: 59.7 kcal/mol
HOMO energy (alpha / beta): -6.790 / -7.749 eV
2S+1: 1
frontier orbital gap (alpha / beta): 7.00 / 7.82 eV
total energy: -689.47429 Ha
LUMO energy (alpha / beta): 0.207 / 0.073 eV

Atomic charges from the Löwdin analysis, expressed in e, are listed below: -0.216, -0.174, -0.144, -0.247, -0.214, -0.197, -0.425, -0.226, 0.954, -0.044, -0.050, 0.089, 0.061, 0.080, 0.076, 0.117, 0.039, 0.085, 0.090, 0.056, 0.067, 0.074, 0.070, 0.061, 0.029, -0.014

=====

No. 3
This record from OMol25 describes C16H35F3MnN4O8S as an isolated structure in a non-equilibrium geometry. The level of theory is the ωB97M-V functional and the def2-TZVPD basis.

```
68
Properties=species:S:1:pos:R:3
Mn -10.1326 -27.1566 20.4016
C -11.4010 -30.5954 23.3513
F -11.4696 -31.0145 24.6039
F -10.3811 -31.2343 22.7503
F -12.5287 -30.9483 22.7190
S -11.1710 -28.7325 23.2745
O -10.2707 -28.4821 24.3787
O -10.5784 -28.4617 21.9551
O -12.5158 -28.2378 23.4184
C -7.5832 -25.2588 18.5850
C -9.0201 -24.9743 18.1962
C -9.1843 -24.8344 16.6890
O -9.9152 -25.8909 18.7334
H -7.3210 -25.1077 19.6320
H -6.8883 -24.6618 17.9759
H -7.3012 -26.2925 18.3454
H -9.3341 -23.9950 18.6188
H -9.0324 -25.8154 16.2130
H -8.4887 -24.1257 16.2373
H -10.2115 -24.5852 16.4183
C -12.9836 -27.9815 18.8155
O -11.9551 -27.8960 19.4545
N -13.5658 -29.1355 18.4689
C -14.8908 -29.1841 17.8817
C -12.9790 -30.4021 18.8539
H -13.5281 -27.0981 18.4491
H -15.5946 -29.6619 18.5646
H -14.8821 -29.7631 16.9549
H -15.2218 -28.1807 17.6203
H -11.9274 -30.4603 18.5606
H -13.0144 -30.5463 19.9368
H -13.4823 -31.2197 18.3436
C -7.4133 -27.2127 22.2357
O -8.2573 -26.9427 21.3955
N -7.4302 -26.8076 23.5143
C -8.5276 -26.0496 24.0616
C -6.2335 -26.8619 24.3194
H -6.5572 -27.8554 21.9874
H -9.3931 -26.0881 23.4050
H -8.1959 -25.0313 24.2808
H -8.9256 -26.4969 24.9766
H -6.3814 -27.4917 25.2023
H -5.3995 -27.3218 23.7883
H -5.9245 -25.8677 24.6451
C -8.8336 -29.4144 18.4461
O -9.0863 -28.6124 19.3237
N -9.0063 -30.7444 18.5499
C -8.5890 -31.6126 17.4724
C -9.4860 -31.3764 19.7629
H -8.4141 -29.1267 17.4722
H -7.7646 -32.2780 17.7397
H -8.2938 -31.0235 16.6061
H -9.4097 -32.2612 17.1494
H -8.7298 -32.0725 20.1324
H -9.6664 -30.6104 20.5097
H -10.3940 -31.9409 19.5454
C -11.5058 -24.7702 22.2563
O -11.1714 -25.7522 21.6186
N -10.8301 -23.6088 22.2757
C -11.1592 -22.5670 23.2186
C -9.6409 -23.4388 21.4648
H -12.4177 -24.7365 22.8686
H -12.2035 -22.4946 23.5246
H -10.9118 -21.6037 22.7724
H -10.5977 -22.6810 24.1518
H -9.4727 -24.3483 20.8924
H -9.7443 -22.6090 20.7617
H -8.7635 -23.2120 22.0763
```

Values from the calculation:
total charge: 0
energy above the lowest of the compared OMol25 structures with the same formula, charge and spin: 0.0 kcal/mol
HOMO energy (alpha / beta): -6.820 / -6.934 eV
2S+1: 6
frontier orbital gap (alpha / beta): 7.36 / 7.47 eV
total energy: -3300.47527 Ha
LUMO energy (alpha / beta): 0.539 / 0.538 eV

Atomic charges from the Löwdin analysis, expressed in e, are listed below: 0.815, -0.653, 0.145, 0.105, 0.113, 0.518, -0.301, -0.374, -0.290, -0.076, -0.627, -0.083, -0.323, 0.053, 0.068, 0.072, 0.105, 0.071, 0.065, 0.067, -0.271, -0.004, -0.174, -0.052, -0.025, 0.152, 0.094, 0.089, 0.086, 0.076, 0.098, 0.090, -0.258, -0.041, -0.158, -0.041, -0.053, 0.152, 0.066, 0.094, 0.090, 0.096, 0.087, 0.090, -0.260, -0.032, -0.178, -0.058, -0.028, 0.150, 0.091, 0.085, 0.091, 0.100, 0.072, 0.089, -0.266, -0.037, -0.166, -0.056, -0.027, 0.156, 0.089, 0.090, 0.090, 0.062, 0.097, 0.095

=====

No. 4
This record from OMol25 describes C21H14F4N4O3S5Ti as an isolated structure in a non-equilibrium geometry. The level of theory is the ωB97M-V functional and the def2-TZVPD basis.

```
52
Properties=species:S:1:pos:R:3
Ti -1.4688 -0.3965 0.8713
C -3.9659 -1.7634 2.4438
O -2.5477 -1.8634 2.1522
C -4.7527 -2.0064 1.1741
C -4.4452 -1.0502 0.0347
O -3.0639 -1.1205 -0.3963
C -2.7184 -2.3358 -1.0748
C -1.2251 -2.3221 -1.2885
O -0.5688 -2.1058 -0.0263
C -0.0745 -3.2911 0.6207
H -4.2088 -2.5194 3.1899
H -4.1582 -0.7673 2.8455
H -2.0350 -1.6665 2.9563
H -5.8113 -1.8827 1.4176
H -4.6367 -3.0435 0.8533
H -4.5919 -0.0129 0.3317
H -5.0710 -1.2562 -0.8355
H -3.2328 -2.3793 -2.0383
H -3.0131 -3.1941 -0.4682
H -0.9287 -1.4944 -1.9320
H -0.8975 -3.2621 -1.7335
H 0.6238 -3.7907 -0.0490
H -0.9061 -3.9468 0.8817
H 0.4375 -2.9652 1.5216
S -0.1839 3.9481 6.6047
C -0.4499 3.0082 5.2919
S -1.8679 3.1169 4.3051
C -1.5322 1.7677 3.2531
C -0.3957 1.1013 3.5034
S 0.1652 -0.3020 2.5917
S 0.5644 1.6803 4.8379
S -2.6827 1.3822 1.9778
F 2.8517 4.3633 -2.1450
C 3.1371 3.0621 -2.1498
C 4.3772 2.6892 -2.6002
F 5.2027 3.6516 -2.9934
C 4.7990 1.3424 -2.6674
C 3.8305 0.4172 -2.2240
C 2.5986 0.8008 -1.7725
F 1.7664 -0.1786 -1.3803
C 2.1766 2.1380 -1.7081
C 0.8725 2.5331 -1.2358
C -0.0784 1.6191 -0.8696
N -0.8953 0.8440 -0.5493
C 0.4510 3.8916 -1.0874
N 0.0496 4.9602 -0.9434
F 4.0992 -0.8875 -2.2359
C 6.0759 0.9507 -3.1434
C 6.4938 -0.4079 -3.2140
N 6.8874 -1.4873 -3.2957
C 7.0562 1.8721 -3.6036
N 7.8919 2.5593 -3.9987
```

Values from the calculation:
total charge: 0
energy above the lowest of the compared OMol25 structures with the same formula, charge and spin: 0.0 kcal/mol
HOMO energy (alpha / beta): -7.436 / -7.443 eV
2S+1: 3
frontier orbital gap (alpha / beta): 6.51 / 4.86 eV
total energy: -4493.22074 Ha
LUMO energy (alpha / beta): -0.922 / -2.587 eV

Atomic charges from the Löwdin analysis, expressed in e, are listed below: 0.609, -0.196, -0.196, -0.137, -0.149, -0.265, -0.138, -0.142, -0.329, -0.030, 0.132, 0.093, 0.072, 0.137, 0.116, 0.117, 0.137, 0.150, 0.129, 0.132, 0.145, 0.108, 0.103, 0.078, 0.539, -1.512, 0.906, -1.098, -1.102, 0.592, 0.902, 0.602, 0.124, -0.147, -0.140, 0.133, -0.045, -0.145, -0.142, 0.098, -0.026, -0.145, -0.103, 0.060, -0.204, 0.168, 0.120, -0.122, -0.186, 0.188, -0.184, 0.193

=====

No. 5
This record from OMol25 describes Cl4O4PY as an isolated structure in a non-equilibrium geometry. The level of theory is the ωB97M-V functional and the def2-TZVPD basis.

```
10
Properties=species:S:1:pos:R:3
Y -0.6303 -1.8561 -1.4570
P 0.9910 1.6455 2.0690
O 0.6319 3.0433 1.7055
O 0.0311 1.4123 3.1430
O 2.0956 1.9129 3.0160
O 1.1596 0.3826 1.1213
Cl -1.6708 1.9334 -2.9561
Cl -2.5479 -4.1369 -4.2993
Cl 2.9077 -1.9230 -3.7775
Cl -2.9678 -2.4139 1.4351
```

Values from the calculation:
total charge: -4
energy above the lowest of the compared OMol25 structures with the same formula, charge and spin: 19.8 kcal/mol
HOMO energy: 4.326 eV
2S+1: 1
frontier orbital gap: 2.50 eV
total energy: -2521.09760 Ha
LUMO energy: 6.828 eV

Atomic charges from the Löwdin analysis, expressed in e, are listed below: 1.040, -0.228, -0.258, -0.123, -0.179, -0.475, -0.954, -0.967, -0.962, -0.893

=====

No. 6
This record from OMol25 describes a 2-piece molecular cluster, C4H10N2O2 overall. The level of theory is the ωB97M-V functional and the def2-TZVPD basis.

```
18
Properties=species:S:1:pos:R:3
C 0.9208 -1.4544 3.2320
N 0.7718 -0.5115 -0.2421
C 1.1681 -1.0737 0.8203
N 0.3840 -1.2391 1.8891
H 1.3804 -0.5462 3.6400
H 1.6207 -2.2891 3.2192
H 0.1043 -1.7665 3.8772
H -0.2443 -0.0290 -0.4468
H 1.3227 -0.4240 -1.0821
H 2.1746 -1.4734 0.8956
H -0.5156 -0.8016 1.8208
O 0.3228 0.8104 -2.5579
C -0.7749 1.1361 -2.0855
O -1.2227 0.7541 -0.9551
C -1.6902 2.0664 -2.8674
H -2.5923 1.5145 -3.1301
H -1.9514 2.9370 -2.2583
H -1.1790 2.3901 -3.7688
```

Values from the calculation:
total charge: 0
energy above the lowest of the compared OMol25 structures with the same formula, charge and spin: 32.8 kcal/mol
HOMO energy: -8.668 eV
2S+1: 1
frontier orbital gap: 9.13 eV
total energy: -418.40876 Ha
LUMO energy: 0.460 eV

Atomic charges from the Löwdin analysis, expressed in e, are listed below: -0.068, 0.180, -0.199, -0.019, 0.089, 0.085, 0.084, 0.046, 0.105, 0.148, 0.144, -0.032, -0.700, -0.066, -0.017, 0.075, 0.076, 0.069

=====

Question: Which value of energy above the lowest of the compared OMol25 structures with the same formula, charge and spin does entry 6 give?
Answer: 32.8 kcal/mol

=====

Question: Look up the 2S+1 of the second one.
Answer: 1